Entry 1
Molecular formula: C2H2OS
Method: DFT, ωB97M-V/def2-TZVPD

Summary:
E_HOMO   -0.355 hartree
SMILES   O=CC=S

Geometry (Å):
O1 -1.87 -0.02 -0.07
C1 -0.71 -0.40 -0.01
C2 0.56 0.48 -0.02
S1 2.05 -0.18 -0.05
H1 -0.40 -1.48 0.09
H2 0.37 1.60 0.06

Mulliken population analysis, charges in e, atoms 1 to 2: atom 1 (O): -0.44, atom 2 (C): 0.13

Entry 2
Molecular formula: C2H2OS
Method: DFT, ωB97M-V/def2-TZVPD

Summary:
E_HOMO   -0.343 hartree
SMILES   C#CSO

Geometry (Å):
C1 -0.56 -0.27 -1.55
C2 0.41 0.17 -1.02
S1 1.68 1.34 0.43
O1 1.83 0.61 1.90
H1 -1.39 -0.60 -2.22
H2 1.00 0.12 2.00

Mulliken population analysis, charges in e, atoms 1 to 2: atom 1 (C): -0.07, atom 2 (C): -0.42

Entry 3
Molecular formula: C2H2OS
Method: DFT, ωB97M-V/def2-TZVPD

Summary:
E_HOMO   -0.349 hartree

Geometry (Å):
C1 -0.18 -0.45 0.43
C2 0.53 0.61 1.08
O1 1.18 2.95 0.81
S1 0.38 2.09 1.62
H1 0.21 -1.42 0.20
H2 -0.82 -0.89 -0.19

Mulliken population analysis, charges in e, atoms 1 to 2: atom 1 (C): -0.48, atom 2 (C): -0.02

Least stable structure: entry 3

Entry 1
Molecular formula: C3H4NO2
Method: DFT, ωB97M-V/def2-TZVPD

Summary:
E_HOMO (alpha / beta)   -0.405 / -0.614 hartree
Charge   +1
Multiplicity   3

Geometry (Å):
C1 0.92 -0.68 -0.53
C2 1.50 0.42 0.27
C3 -2.53 0.18 -0.06
N1 -1.60 -0.43 0.23
O1 0.80 -1.27 -1.47
O2 -0.57 -1.03 0.49
H1 0.93 0.53 1.18
H2 2.63 0.37 0.27
H3 -3.48 0.54 -0.13
H4 1.40 1.37 -0.25

Mulliken population analysis, charges in e, atoms 1 to 2: atom 1 (C): 0.66, atom 2 (C): -0.86

Entry 2
Molecular formula: C3H4NO2
Method: DFT, ωB97M-V/def2-TZVPD

Summary:
E_HOMO (alpha / beta)   -0.395 / -0.553 hartree
Charge   +1
Multiplicity   3

Geometry (Å):
C1 0.87 0.16 0.43
C2 2.08 0.27 0.02
C3 -0.05 2.08 0.31
N1 -0.12 -0.84 0.05
O1 -0.74 2.15 -0.58
O2 3.17 0.56 -0.17
H1 0.35 2.50 1.23
H2 -0.82 -0.45 -0.59
H3 -0.63 -1.13 0.90
H4 0.29 -1.50 -0.66

Mulliken population analysis, charges in e, atoms 1 to 2: atom 1 (C): -0.63, atom 2 (C): 0.66

Least stable structure: entry 1